Entry 1
{
  "formula": "C4H9NO",
  "method": "ωB97M-V with the def2-TZVPD basis set",
  "symbols": ["C", "C", "N", "H", "H", "H", "H", "H", "O", "C", "C", "H", "H", "H", "H"],
  "xyz": [[1.8999, 2.0048, 0.2648], [2.2385, 1.4673, -0.9135], [1.3204, 1.0343, -1.9259], [0.8414, 2.0377, 0.5248], [2.6900, 2.2975, 0.9525], [3.2429, 1.5396, -1.2871], [0.4943, 0.8731, -1.3515], [1.7393, 0.2562, -2.4157], [-2.4733, -3.3734, 1.0992], [-2.3043, -2.2934, 0.4830], [-1.8335, -1.0338, 1.1792], [-2.7681, -2.2124, -0.5333], [-1.4985, -0.3968, 0.3686], [-1.0147, -1.5810, 1.6640], [-2.5743, -0.6197, 1.8909]],
  "spin_multiplicity": 2,
  "orbital_gap_ha": [0.1008, 0.2539],
  "s_squared": 0.75,
  "charge": -1,
  "e_homo_ev": [0.8, -3.5],
  "e_lumo_ha": [0.1305, 0.1258]
}


Entry 2
{
  "formula": "C4H9NO",
  "method": "ωB97M-V with the def2-TZVPD basis set",
  "symbols": ["C", "N", "C", "C", "C", "O", "H", "H", "H", "H", "H", "H", "H", "H", "H"],
  "xyz": [[-0.4042, 0.3203, -1.6700], [-1.1705, 0.2223, -0.4282], [0.5302, -1.2239, 0.7748], [-0.3089, 0.0636, 0.8008], [0.5912, 1.2597, 0.9952], [1.7402, 1.3355, 0.3927], [-0.2003, 1.3735, -1.8981], [0.5176, -0.2620, -1.6337], [-1.0336, -0.0169, -2.5031], [-1.7468, -0.6149, -0.5016], [0.6486, -1.5622, 1.8053], [0.0916, -2.0134, 0.1477], [1.5081, -0.9624, 0.3832], [-1.0587, 0.0576, 1.5975], [0.2955, 2.0233, 1.7376]],
  "spin_multiplicity": 2,
  "orbital_gap_ha": [0.1505, 0.2689],
  "s_squared": 0.75,
  "charge": -1,
  "e_homo_ev": [0.3, -3.0],
  "e_lumo_ha": [0.1607, 0.1583]
}


Entry 3
{
  "formula": "C4H9NO",
  "method": "ωB97M-V with the def2-TZVPD basis set",
  "symbols": ["N", "C", "C", "C", "C", "O", "H", "H", "H", "H", "H", "H", "H", "H", "H"],
  "xyz": [[-0.3125, 0.4670, -1.4681], [-0.3795, 0.0389, -0.0480], [0.9003, -0.3945, 0.5886], [1.1620, 0.1760, 1.8423], [1.7016, -1.3507, -0.0720], [-2.7752, 0.7067, -0.9728], [-1.2690, 0.5977, -1.7189], [-1.1431, -0.8054, -0.0012], [2.5987, -1.6166, 0.3763], [0.5089, 0.9195, 2.3102], [-0.8510, 0.8494, 0.5659], [2.0619, -0.0699, 2.3640], [-3.6888, 0.9028, -1.2240], [0.1302, 1.3750, -1.5121], [1.3553, -1.7960, -1.0302]],
  "spin_multiplicity": 2,
  "orbital_gap_ha": [0.2450, 0.2170],
  "s_squared": 0.79,
  "charge": -1,
  "e_homo_ev": [-2.8, -2.8],
  "e_lumo_ha": [0.1407, 0.1126]
}


The winner here is entry 2, beating the second structure by 17.4 kcal/mol.


Entry 1
{
  "formula": "C3H9N2S",
  "method": "ωB97M-V with the def2-TZVPD basis set",
  "symbols": ["C", "C", "C", "N", "N", "S", "H", "H", "H", "H", "H", "H", "H", "H", "H"],
  "xyz": [[-0.3949, 0.6980, 0.8220], [-1.3995, 0.6444, -1.2110], [0.8153, 0.5087, 0.0621], [1.6115, -1.4573, 0.4415], [-1.5714, 0.1180, 0.1301], [0.5392, 0.6422, -1.5277], [-0.4309, 0.4421, 1.9516], [-0.5272, 1.8036, 0.8532], [-1.8553, 0.1705, -2.1250], [-1.7980, 1.6469, -1.0778], [1.7540, 0.8826, 0.4428], [0.7273, -1.8717, 0.5225], [2.0710, -1.7473, -0.4906], [2.2636, -1.6254, 1.1422], [-1.8047, -0.8554, 0.0642]],
  "spin_multiplicity": 1,
  "orbital_gap_ha": 0.3571,
  "charge": 1,
  "e_homo_ev": -14.2,
  "e_lumo_ha": -0.1649
}


Entry 2
{
  "formula": "C3H9N2S",
  "method": "ωB97M-V with the def2-TZVPD basis set",
  "symbols": ["C", "C", "C", "N", "N", "S", "H", "H", "H", "H", "H", "H", "H", "H", "H"],
  "xyz": [[-0.1365, -0.6420, -2.3220], [-0.8055, -0.2839, 0.5241], [0.2788, 1.1573, 2.2627], [0.5802, -0.9746, -3.3457], [-0.3222, -0.1753, 1.9720], [0.4805, -0.7127, -0.7833], [-1.0996, -0.3051, -2.6560], [-0.9070, 0.8129, 0.1894], [0.5461, 1.5947, 1.3079], [-0.3506, 1.9938, 2.6321], [1.0975, 1.1373, 2.9639], [1.5023, -1.4605, -3.2077], [0.1376, -0.9716, -4.2885], [-1.1985, -0.1403, 2.5127], [0.1969, -1.0301, 2.2384]],
  "spin_multiplicity": 1,
  "orbital_gap_ha": 0.2863,
  "charge": 1,
  "e_homo_ev": -11.4,
  "e_lumo_ha": -0.1343
}


The winner here is entry 1, beating the second structure by 36.5 kcal/mol.